a) Density functional theory data (the ωB97M-V functional and the def2-TZVPD basis) for the molecule C3H5N3S2.

Results
Highest occupied orbital energy (eV): -8.8
Spin multiplicity: 1
Kohn-Sham gap (eV): 8.40
LUMO energy (eV): -0.396
SMILES: [H]/N=C(/NN=C)SC=S

Positions of all 13 atoms, in Å:
H1 -1.547 1.686 -2.114
N1 -0.796 2.205 -1.516
C1 -0.411 1.322 -0.757
N2 0.393 1.646 0.362
N3 1.358 0.696 0.858
C2 2.550 1.021 1.387
S1 -0.445 -0.312 -1.121
C3 -0.783 -0.960 0.456
S2 -0.758 -2.596 0.661
H2 0.534 2.665 0.693
H3 3.188 2.138 1.418
H4 3.088 0.029 1.797
H5 -0.845 -0.112 1.132

b) Density functional theory data (the ωB97M-V functional and the def2-TZVPD basis) for the molecule C3H5N3S2.

Results
Highest occupied orbital energy (eV): -8.4
Spin multiplicity: 1
Kohn-Sham gap (eV): 9.06
LUMO energy (eV): 0.658
SMILES: Nc1n[nH]c(S)c1S

Positions of all 13 atoms, in Å:
N1 0.364 -1.511 2.305
C1 0.031 -0.455 1.476
N2 -0.529 0.643 1.944
N3 -0.752 1.407 0.830
C2 -0.342 0.805 -0.304
S1 -0.514 1.570 -1.872
C3 0.182 -0.417 0.066
S2 0.933 -1.608 -0.970
H1 0.461 -1.241 3.278
H2 1.156 -2.035 1.959
H3 -1.187 2.321 0.905
H4 0.164 0.599 -2.486
H5 -0.108 -2.400 -1.169

Referenced to the most stable arrangement, the calculated values in eV are a) 3.996; b) 0.000.

a) Density functional theory data (the ωB97M-V functional and the def2-TZVPD basis) for a cluster of 2 separate species, C3H5I in total.

Results
Highest occupied orbital energy (eV): -9.7
Spin multiplicity: 1
Kohn-Sham gap (eV): 9.99
LUMO energy (eV): 0.324
SMILES: C#CI.C

Positions of all 9 atoms, in Å:
C1 2.213 -2.583 0.076
C2 2.770 -1.530 0.205
I1 3.691 0.264 0.241
H1 1.756 -3.520 -0.004
C3 -0.593 0.919 0.058
H2 -0.123 0.898 -0.917
H3 0.173 0.961 0.824
H4 -1.222 1.794 0.144
H5 -1.190 0.028 0.198

b) Density functional theory data (the ωB97M-V functional and the def2-TZVPD basis) for a cluster of 2 separate species, C3H5I in total.

Results
Highest occupied orbital energy (eV): -9.5
Spin multiplicity: 1
Kohn-Sham gap (eV): 9.41
LUMO energy (eV): -0.048

Positions of all 9 atoms, in Å:
C1 0.992 1.446 0.104
C2 1.520 0.336 -0.229
C3 -0.792 -1.374 0.015
I1 -2.297 0.064 -0.038
H1 1.822 2.040 -0.283
H2 0.163 2.116 0.367
H3 0.242 -0.717 -0.099
H4 -0.804 -2.008 -0.908
H5 -0.846 -1.904 1.071

Referenced to the most stable arrangement, the calculated values in eV are a) 0.000; b) 2.509.

a) Density functional theory data (the ωB97M-V functional and the def2-TZVPD basis) for a structure of composition C28H40CaIN2O2P4S2.

Results
Highest occupied orbital energy (eV): -10.6
Spin multiplicity: 1
Kohn-Sham gap (eV): 7.54
LUMO energy (eV): -3.034
Total charge: +1

Positions of all 80 atoms, in Å:
Ca1 0.176 0.550 0.667
C1 1.111 2.057 -5.065
P1 0.908 2.223 -3.235
C2 2.644 2.725 -2.822
C3 0.150 3.915 -3.201
C4 0.055 4.396 -1.762
P2 -0.652 3.100 -0.626
C5 -1.196 4.244 0.713
C6 -2.286 2.859 -1.430
H1 1.651 1.141 -5.297
H2 1.657 2.903 -5.475
H3 0.129 1.993 -5.531
H4 2.889 3.668 -3.308
H5 3.336 1.963 -3.176
H6 2.752 2.826 -1.742
H7 -0.849 3.845 -3.639
H8 0.740 4.608 -3.810
H9 -0.580 5.286 -1.704
H10 1.045 4.665 -1.384
H11 -1.616 5.161 0.291
H12 -0.352 4.489 1.357
H13 -1.957 3.753 1.318
H14 -2.716 3.822 -1.709
H15 -2.962 2.364 -0.733
H16 -2.179 2.224 -2.308
C7 1.305 -0.856 3.976
P3 0.966 -1.615 2.332
C8 -0.689 -2.379 2.590
C9 1.872 -3.214 2.482
C10 1.972 -3.845 3.721
C11 2.511 -5.114 3.826
C12 2.945 -5.777 2.689
C13 2.866 -5.153 1.460
C14 2.326 -3.876 1.343
P4 2.150 -3.010 -0.262
C15 3.650 -3.648 -1.136
C16 0.905 -4.139 -1.044
H17 0.686 -1.289 4.759
H18 1.077 0.208 3.929
H19 2.361 -0.979 4.219
H20 -0.599 -3.196 3.308
H21 -1.069 -2.767 1.643
H22 -1.377 -1.631 2.975
H23 1.619 -3.355 4.615
H24 2.568 -5.603 4.788
H25 3.341 -6.779 2.754
H26 3.206 -5.684 0.583
H27 3.615 -4.727 -1.277
H28 4.538 -3.383 -0.566
H29 3.715 -3.178 -2.114
H30 1.199 -5.179 -0.907
H31 0.847 -3.914 -2.108
H32 -0.075 -3.975 -0.600
O1 -0.345 1.891 2.270
S1 -1.564 1.146 2.563
O2 -1.476 0.358 3.755
N1 -1.879 0.254 1.234
C17 -3.145 0.406 0.830
S2 -3.779 -0.344 -0.498
C18 -3.918 1.348 1.659
C19 -5.280 1.601 1.605
C20 -5.826 2.496 2.512
C21 -5.030 3.146 3.446
C22 -3.664 2.891 3.514
C23 -3.130 2.008 2.602
H33 -5.893 1.070 0.893
H34 -6.892 2.669 2.505
H35 -5.481 3.844 4.133
H36 -3.039 3.363 4.256
I1 3.968 -0.912 -4.092
C24 2.045 -0.943 -3.221
C25 0.968 -1.466 -3.922
C26 -0.282 -1.406 -3.329
C27 -0.403 -0.850 -2.061
N2 0.639 -0.387 -1.379
C28 1.841 -0.429 -1.947
H37 1.097 -1.889 -4.908
H38 -1.152 -1.785 -3.843
H39 -1.375 -0.777 -1.578
H40 2.664 -0.027 -1.366

b) Density functional theory data (the ωB97M-V functional and the def2-TZVPD basis) for a structure of composition C28H40CaIN2O2P4S2.

Results
Highest occupied orbital energy (eV): -10.7
Spin multiplicity: 1
Kohn-Sham gap (eV): 8.19
LUMO energy (eV): -2.470
Total charge: +1

Positions of all 80 atoms, in Å:
Ca1 -0.061 -0.784 0.027
C1 -0.578 -0.545 4.087
P1 0.390 0.322 2.813
C2 0.503 2.008 3.504
C3 2.086 -0.315 3.135
C4 3.123 0.216 2.145
P2 2.864 -0.415 0.438
C5 4.152 0.461 -0.502
C6 3.520 -2.114 0.559
H1 -0.152 -0.408 5.083
H2 -0.587 -1.614 3.865
H3 -1.603 -0.172 4.089
H4 0.972 1.973 4.490
H5 -0.492 2.439 3.619
H6 1.084 2.675 2.867
H7 2.026 -1.406 3.095
H8 2.377 -0.065 4.160
H9 4.132 -0.053 2.473
H10 3.103 1.310 2.097
H11 5.131 0.318 -0.039
H12 3.938 1.528 -0.545
H13 4.196 0.079 -1.523
H14 4.569 -2.114 0.860
H15 3.412 -2.621 -0.400
H16 2.940 -2.674 1.296
C7 1.259 -0.125 -3.591
P3 -0.396 -0.051 -2.822
C8 -1.392 -1.116 -3.906
C9 -0.948 1.653 -3.202
C10 -1.475 1.950 -4.461
C11 -1.898 3.229 -4.778
C12 -1.787 4.243 -3.836
C13 -1.263 3.963 -2.587
C14 -0.846 2.675 -2.247
P4 -0.178 2.334 -0.569
C15 -1.229 3.394 0.484
C16 1.392 3.266 -0.594
H17 1.227 0.165 -4.643
H18 1.643 -1.143 -3.505
H19 1.944 0.545 -3.068
H20 -1.161 -0.974 -4.963
H21 -2.453 -0.922 -3.742
H22 -1.197 -2.154 -3.639
H23 -1.564 1.169 -5.205
H24 -2.310 3.435 -5.757
H25 -2.112 5.247 -4.074
H26 -1.185 4.764 -1.863
H27 -1.061 4.456 0.300
H28 -1.021 3.192 1.534
H29 -2.281 3.173 0.298
H30 1.235 4.314 -0.861
H31 2.072 2.826 -1.324
H32 1.874 3.228 0.385
O1 0.748 -2.770 -1.426
S1 -0.284 -3.414 -0.609
O2 -1.612 -2.967 -0.978
N1 0.004 -2.999 0.938
C17 0.370 -4.090 1.669
S2 0.879 -4.051 3.220
C18 0.296 -5.356 0.856
C19 0.549 -6.658 1.257
C20 0.396 -7.670 0.319
C21 0.000 -7.405 -0.993
C22 -0.256 -6.105 -1.406
C23 -0.094 -5.121 -0.447
H33 0.846 -6.864 2.276
H34 0.587 -8.694 0.612
H35 -0.106 -8.222 -1.693
H36 -0.561 -5.872 -2.416
I1 -5.375 1.580 -1.999
C24 -4.545 0.331 -0.583
C25 -5.303 -0.550 0.174
C26 -4.653 -1.371 1.081
C27 -3.275 -1.290 1.193
N2 -2.543 -0.433 0.480
C28 -3.173 0.357 -0.388
H37 -6.378 -0.600 0.055
H38 -5.199 -2.078 1.688
H39 -2.731 -1.940 1.869
H40 -2.564 1.036 -0.974

Referenced to the most stable arrangement, the calculated values in eV are a) 2.323; b) 0.000.